<one>
The following is a DFT calculation (ωB97M-V with the def2-TZVPD basis set) of an isolated molecule of C3H4N2S.

Structure (ORCA input):
```
! RIJCOSX wB97M-V def2-TZVPD def2/J DEFGRID3
* xyz 0 1
C 0.21 0.18 0.15
C -1.07 0.25 0.59
C 0.58 -0.68 -1.02
N 0.99 0.91 0.83
N -1.91 0.07 1.41
S 0.62 0.48 -2.37
H 1.47 -1.17 -0.81
H -0.17 -1.38 -1.12
H 1.98 0.73 0.63
H -2.70 0.61 1.71
*
```

E_LUMO (spin up / spin down), eV: -2.2 / -2.2
Kohn-Sham gap (spin up / spin down), eV: 5.28 / 5.26


<two>
The following is a DFT calculation (ωB97M-V with the def2-TZVPD basis set) of a cluster of 2 separate species, C3H4N2S in total.

Structure (ORCA input):
```
! RIJCOSX wB97M-V def2-TZVPD def2/J DEFGRID3
* xyz 0 1
C -1.20 -1.84 -0.21
C -1.80 -0.76 0.15
S -2.75 0.50 0.13
H -1.78 -2.50 -0.99
H -0.29 -2.28 0.24
N 2.40 0.47 0.33
C 1.48 1.20 0.04
N 0.54 1.90 -0.33
H 3.33 0.77 0.37
H 0.08 2.53 0.26
*
```

E_LUMO, eV: -0.3
Kohn-Sham gap, eV: 8.25
SMILES: C=C=S.N=C=N


Least stable: <one>


<one>
The following is a DFT calculation (ωB97M-V with the def2-TZVPD basis set) of a cluster of 2 separate species, C3H13N4S in total.

Structure (ORCA input):
```
! RIJCOSX wB97M-V def2-TZVPD def2/J DEFGRID3
* xyz 1 1
C 3.01 0.52 0.50
C -1.26 0.80 -0.02
C -0.73 -0.64 0.29
N -1.12 1.06 -1.47
N -2.62 0.74 0.56
N -0.93 -1.07 1.53
N -0.35 -1.47 -0.69
S 2.57 -0.86 -0.68
H 2.02 0.75 0.89
H 3.61 1.26 -0.02
H 3.53 0.00 1.27
H -0.46 1.38 0.48
H 3.73 -1.00 -1.35
H -1.19 2.06 -1.72
H -3.03 1.63 0.42
H -3.21 -0.02 0.17
H -0.43 -1.82 1.92
H -1.25 -0.25 2.17
H -0.10 -1.21 -1.63
H -1.84 0.53 -2.05
H 0.06 -2.41 -0.56
*
```

E_LUMO, eV: -3.3
Kohn-Sham gap, eV: 9.04


<two>
The following is a DFT calculation (ωB97M-V with the def2-TZVPD basis set) of a cluster of 2 separate species, C3H13N4S in total.

Structure (ORCA input):
```
! RIJCOSX wB97M-V def2-TZVPD def2/J DEFGRID3
* xyz 1 1
C 2.32 0.78 1.74
C -0.79 -0.71 -0.55
C 0.08 -0.08 -1.70
N 0.04 -1.67 0.19
N -0.47 0.67 -2.68
N -2.16 -1.12 -0.81
N 1.37 -0.17 -1.37
S 0.56 1.16 1.68
H 2.39 0.00 0.90
H 2.64 0.32 2.61
H 2.98 1.64 1.47
H -0.80 0.26 0.10
H 0.33 1.00 2.99
H 0.05 -1.40 1.15
H -1.41 0.95 -2.34
H 0.10 1.37 -3.19
H -2.32 -1.98 -1.19
H -2.64 -1.08 0.05
H 2.26 -0.28 -1.97
H -0.31 -2.60 0.06
H 1.43 -0.90 -0.61
*
```

E_LUMO, eV: -3.6
Kohn-Sham gap, eV: 9.15


Least stable: <two>


<one>
The following is a DFT calculation (ωB97M-V with the def2-TZVPD basis set) of an isolated molecule of C7H6N2O.

Structure (ORCA input):
```
! RIJCOSX wB97M-V def2-TZVPD def2/J DEFGRID3
* xyz 0 1
C 1.79 -1.83 -0.85
C 0.69 -1.01 -0.29
C 0.04 -0.89 0.89
C -0.70 0.31 0.93
C -1.59 1.12 1.71
N -1.99 2.16 0.97
C -1.46 2.07 -0.20
N -0.60 0.98 -0.30
C 0.30 0.24 -1.16
O 0.69 0.59 -2.23
H 2.75 -1.23 -0.48
H 1.63 -1.74 -1.92
H 1.98 -2.79 -0.59
H -0.12 -1.62 1.70
H -1.88 0.92 2.76
H -1.53 2.73 -0.95
*
```

E_LUMO, eV: -0.7
Kohn-Sham gap, eV: 7.65
SMILES: CC1=Cc2cncn2C1=O


<two>
The following is a DFT calculation (ωB97M-V with the def2-TZVPD basis set) of an isolated molecule of C7H6N2O.

Structure (ORCA input):
```
! RIJCOSX wB97M-V def2-TZVPD def2/J DEFGRID3
* xyz 0 1
C 1.13 -0.19 -1.72
C 1.54 1.07 -1.59
C 1.05 -1.17 1.23
C 0.23 -0.03 1.34
C 0.10 -0.86 -0.75
C 1.50 2.26 -1.13
C -1.22 1.24 -0.23
N 0.99 -1.65 0.00
N -0.42 0.28 0.17
O 1.53 3.41 -0.84
H 1.38 -0.73 -2.59
H 1.68 -1.77 1.97
H 0.16 0.74 2.11
H -0.77 -1.34 -1.24
H -1.27 1.51 -1.25
H -1.47 2.08 0.37
*
```

E_LUMO, eV: -0.7
Kohn-Sham gap, eV: 6.87


Least stable: <two>


<one>
The following is a DFT calculation (ωB97M-V with the def2-TZVPD basis set) of an isolated molecule of C7H16N2O.

Structure (ORCA input):
```
! RIJCOSX wB97M-V def2-TZVPD def2/J DEFGRID3
* xyz 0 1
C 1.10 0.05 -2.03
C 0.42 0.75 -1.07
C 0.90 2.16 -0.81
C -1.06 0.44 -0.78
O -1.79 1.61 -0.44
N -1.23 -0.54 0.28
C -1.71 -1.85 -0.13
N 0.03 -0.56 1.14
C 1.12 -1.49 0.91
C 0.24 0.46 2.14
H 2.04 0.41 -2.43
H 0.80 -0.95 -2.32
H 1.61 2.18 0.01
H 0.14 2.91 -0.57
H 1.42 2.57 -1.68
H -1.54 0.09 -1.70
H -2.17 1.40 0.43
H -1.06 -2.32 -0.88
H -2.71 -1.76 -0.57
H -1.79 -2.52 0.73
H 0.77 -2.48 0.62
H 1.76 -1.64 1.79
H 1.82 -1.15 0.14
H -0.69 0.98 2.40
H 0.94 1.23 1.79
H 0.68 0.03 3.05
*
```

E_LUMO, eV: 0.9
Kohn-Sham gap, eV: 8.86
SMILES: C=C(C)[C@H](O)N(C)N(C)C


<two>
The following is a DFT calculation (ωB97M-V with the def2-TZVPD basis set) of a cluster of 2 separate species, C7H16N2O in total.

Structure (ORCA input):
```
! RIJCOSX wB97M-V def2-TZVPD def2/J DEFGRID3
* xyz 0 1
H -0.31 -0.58 -1.90
N -1.14 -1.09 -1.66
C -1.83 -0.60 -0.72
C -2.10 0.83 -0.37
O -2.67 -1.43 0.00
N -2.82 -2.76 -0.47
H -2.33 1.43 -1.26
H -2.94 0.90 0.32
H -1.22 1.27 0.09
H -2.66 -2.73 -1.48
H -2.06 -3.31 -0.07
C 1.23 2.50 1.07
C 0.98 1.04 1.31
C 1.36 0.07 0.46
C 1.31 -1.38 0.85
C 2.07 0.36 -0.83
H 2.29 2.71 1.00
H 0.77 2.82 0.14
H 0.81 3.10 1.88
H 0.57 0.77 2.27
H 2.31 -1.79 0.90
H 0.75 -1.94 0.10
H 0.84 -1.51 1.82
H 2.07 -0.51 -1.47
H 1.62 1.21 -1.34
H 3.11 0.63 -0.63
*
```

E_LUMO, eV: 0.9
Kohn-Sham gap, eV: 9.88
SMILES: [H]/N=C(\C)ON.CC=C(C)C


Least stable: <one>